DFT (ωB97M-V/def2-TZVPD) results for C39H38AsBrCuNOPSSbSe4 as an isolated structure.

The geometry in ORCA input format:
```
! RIJCOSX wB97M-V def2-TZVPD def2/J DEFGRID3
* xyz -2 1
Cu 1.4038 -0.6970 0.9643
Br 0.3255 -6.9815 -1.2891
C 0.5413 -5.1991 -0.6609
C 0.3973 -4.1490 -1.5479
C 0.5459 -2.8698 -1.0391
N 0.8195 -2.6179 0.2421
C 0.9754 -3.6466 1.0781
C 0.8366 -4.9671 0.6660
H 0.1833 -4.3093 -2.5948
H 0.4432 -2.0077 -1.6900
H 1.2065 -3.3963 2.1157
H 0.9583 -5.7738 1.3745
C -1.4124 1.4863 1.1047
C -1.9892 0.3841 1.9889
As -3.5079 0.8790 3.1539
C -3.0182 2.7432 3.4874
C -2.0044 2.9419 4.4231
C -1.5301 4.2200 4.6847
C -2.0890 5.3144 4.0399
C -3.1114 5.1248 3.1195
C -3.5673 3.8433 2.8353
C -4.9465 1.1987 1.8567
C -6.1729 1.6333 2.3636
C -7.2594 1.8494 1.5294
C -7.1459 1.6153 0.1640
C -5.9392 1.1685 -0.3522
C -4.8508 0.9655 0.4894
P 0.0902 0.9361 0.1789
C -0.5846 0.4788 -1.4714
C 0.1348 0.7358 -2.6391
C -0.2612 0.2023 -3.8583
C -1.4026 -0.5838 -3.9409
C -2.1376 -0.8391 -2.7896
C -1.7240 -0.3216 -1.5705
C 0.9481 2.5017 -0.1832
C 2.2552 2.6512 0.2716
C 2.9344 3.8415 0.0353
C 2.3133 4.8792 -0.6432
C 1.0044 4.7357 -1.0917
C 0.3254 3.5495 -0.8609
H -1.0430 2.2839 1.7510
H -2.1399 1.9256 0.4164
H -1.2061 0.0588 2.6838
H -2.3021 -0.5059 1.4361
H -1.5302 2.0978 4.9111
H -0.7029 4.3411 5.3725
H -1.7161 6.3123 4.2383
H -3.5424 5.9749 2.6027
H -4.3443 3.7081 2.0927
H -6.2731 1.8100 3.4297
H -8.1989 2.1957 1.9444
H -7.9936 1.7781 -0.4909
H -5.8358 0.9826 -1.4149
H -3.9160 0.6289 0.0638
H 1.0297 1.3436 -2.6068
H 0.3452 0.3945 -4.7346
H -1.7114 -1.0040 -4.8906
H -3.0234 -1.4622 -2.8344
H -2.2764 -0.5820 -0.6773
H 2.7260 1.8424 0.8239
H 3.9459 3.9563 0.4051
H 2.8445 5.8077 -0.8197
H 0.5157 5.5476 -1.6178
H -0.6943 3.4330 -1.2125
Se 0.8721 -2.2339 4.4563
Sb 2.4405 -0.3659 4.1311
Se 3.6103 -0.7648 1.8794
Se 1.1325 1.6730 3.5923
Se 4.1408 -0.0773 5.8425
C 4.1331 -6.4601 -2.5422
C 3.9348 -4.9706 -2.4416
C 3.7004 -4.1971 -3.5716
C 3.5226 -2.8207 -3.4733
C 3.5824 -2.2169 -2.2306
C 3.7960 -2.9705 -1.0796
C 3.9771 -4.3373 -1.1985
S 3.2610 -0.4497 -2.1542
C 4.8309 0.0684 -1.4628
O 3.2624 0.0216 -3.5797
H 4.1707 -6.7833 -3.5834
H 3.3165 -6.9944 -2.0531
H 5.0623 -6.7641 -2.0558
H 3.6605 -4.6742 -4.5455
H 3.3464 -2.2034 -4.3459
H 3.8045 -2.5021 -0.0964
H 4.1483 -4.9235 -0.3016
H 5.6094 -0.2257 -2.1665
H 4.9648 -0.3690 -0.4726
H 4.7744 1.1523 -1.3628
*
```

Properties
HOMO-LUMO gap   4.6 eV
HOMO energy   -1.25 eV
Lowest unoccupied orbital energy   3.35 eV